115
Properties=species:S:1:pos:R:3:forces:R:3:mulliken_charge:R:1 method="wB97M-V/def2-TZVPD" total_energy_ev=-53069.419 mol_weight_g_mol=633.00 max_force_ev_per_a=8.51 charge=+1 homo_lumo_gap_ev=7.24 e_homo_ev=-9.70
O 5.27980 2.83968 2.17440 -1.2 -0.7 -2.7 -0.3707
O 0.91271 -1.19073 2.02513 1.1 1.6 -1.4 -0.3511
O 2.98483 -4.80958 -3.21664 4.7 6.4 3.0 -0.5354
N 3.31121 -2.35026 -2.78473 -0.1 -1.9 -0.9 0.2612
N -7.52818 0.69361 -0.36588 0.2 -0.1 0.4 0.5707
N -4.23610 -3.07106 0.40992 0.2 0.3 0.3 0.1762
N 0.94598 3.12484 -1.79736 -3.8 -2.5 3.7 -0.5463
N 1.80940 0.89068 0.21068 0.5 -0.1 0.7 0.3503
C -5.37947 -4.66373 -1.15724 0.1 0.0 0.1 -1.6368
C 1.69356 -0.12354 2.66971 0.5 -0.1 0.8 0.0822
C 9.94753 3.30956 0.48907 -1.9 -2.9 1.2 -0.3538
C 1.99975 -0.54281 -0.27959 1.2 -2.2 -1.9 -0.7747
C 3.53519 -1.94959 -4.25471 1.9 0.1 -0.6 -0.4598
C 1.84835 -2.28043 -2.40744 -1.0 -1.1 0.3 -0.7809
C 0.78104 0.61428 3.81466 1.5 -0.8 0.6 -0.5248
C 8.30100 3.31302 0.61108 2.3 -3.8 1.5 -0.2946
C 1.38541 -0.79250 -1.80862 1.2 -0.1 -0.1 -0.0490
C -8.30943 0.08499 -1.44456 0.3 0.0 -0.1 -0.5777
C -3.46513 -0.66565 -0.00106 0.1 0.4 -0.1 0.0052
C -5.04603 -3.21534 -0.80149 -0.1 -0.3 0.2 -0.0421
C 1.53027 1.68662 6.28487 0.5 -2.4 -2.1 -0.6160
C 0.05245 2.52176 -0.94738 1.5 1.9 -2.6 -0.3335
C -2.97146 -3.80959 0.43709 -0.4 -0.3 0.1 -1.1508
C 3.94381 -0.37434 -4.45324 -0.8 -0.4 -0.9 -0.8797
C 5.28790 -4.28863 -2.25510 0.6 0.1 -0.6 -0.9949
C -7.49319 -0.24311 -2.69423 0.1 0.1 0.1 -1.1929
C 7.58574 1.98092 1.25009 3.6 -0.2 0.1 0.2298
C 8.51711 0.68775 1.75804 1.7 2.9 -1.4 -0.3413
C 1.71629 0.67383 5.19847 -0.5 2.5 1.7 -0.2787
C -4.15944 -1.68861 0.89275 -0.4 -0.2 0.2 -0.8185
C 2.44144 0.90847 1.61906 2.1 -0.3 1.9 -0.0401
C 3.79437 -3.81567 -2.75979 -3.5 -5.2 -1.9 0.4727
C 0.38248 1.38159 0.18133 -2.8 0.9 -0.5 0.4240
C 2.68523 2.41969 2.20610 -0.4 0.8 -0.8 -0.4430
C 5.96531 1.79465 1.40003 0.8 -1.5 -0.4 0.1132
C 10.15676 0.69304 1.62915 -2.6 3.5 -1.5 -0.3825
C 1.54547 -1.69241 0.79771 -0.1 -0.9 0.2 -0.3134
C -7.57279 3.09453 -1.24957 -0.1 0.4 0.0 -1.2183
C -8.24772 0.74540 0.91074 0.0 -0.3 0.0 -0.7387
C -6.78337 1.90733 -0.70886 0.1 -0.3 -0.2 -0.7153
C -9.49952 1.61453 0.98135 -0.2 0.2 0.2 -1.1979
C -1.95980 -3.52391 -0.66742 0.3 0.0 -0.2 -0.1492
C 10.87319 2.01763 0.96735 -4.3 -0.2 0.5 -0.3441
C 3.75667 4.81933 1.95552 1.2 -0.2 -0.1 -1.2199
C 3.97891 3.20964 1.55849 -0.9 2.0 1.1 0.3295
H -3.20036 -4.88218 0.41685 -0.1 0.2 -0.1 0.4155
H -2.42155 -3.46729 -1.65781 0.0 0.0 0.1 0.3089
H 10.79416 -0.24000 1.98715 -1.5 2.3 -0.9 0.2904
H -7.55779 1.05692 1.70518 0.1 0.0 -0.2 0.3684
H -10.17371 1.44758 0.13733 0.1 0.0 0.1 0.2731
H 6.03341 -3.40145 -2.08907 -1.7 -1.5 -0.2 0.2792
H -6.63829 -0.88439 -2.45082 -0.1 0.1 0.0 0.1137
H 3.52887 0.44454 1.44946 -2.4 1.0 0.2 0.0569
H 0.01886 1.82525 1.22817 1.2 -1.0 -2.3 0.2946
H 12.03931 2.03312 0.83469 -2.6 0.1 0.3 0.2939
H 1.28442 1.24512 7.36302 1.9 1.3 -2.1 0.2453
H -9.25013 2.67675 1.02712 -0.1 -0.1 -0.1 0.2490
H -3.68264 0.34537 0.35947 -0.1 -0.1 0.0 0.4403
H -1.08906 2.85222 -1.05741 2.4 -1.1 0.7 0.3795
H 0.38838 3.80561 -2.37122 0.7 -0.8 0.6 0.2798
H -6.00382 -2.70011 -0.65072 0.3 0.1 0.2 0.2953
H -2.48206 -3.66128 1.40835 -0.2 0.2 -0.1 0.3529
H 3.98416 3.17840 0.38824 0.2 -0.3 2.0 0.2861
H -4.57030 -2.74239 -1.66637 0.0 0.1 -0.2 0.2422
H 1.68121 2.83436 6.07762 -1.8 -2.3 0.4 0.2308
H 3.17970 -0.66811 -0.41272 -2.6 0.4 0.3 0.4471
H 0.34193 1.65541 3.51185 0.9 -1.9 0.6 0.2856
H 2.61734 -0.09049 5.35786 -3.0 0.6 -0.1 0.2251
H -5.87258 -5.17263 -0.32106 0.1 0.1 -0.1 0.3302
H 4.67319 5.40663 1.48390 -2.0 -1.2 0.9 0.3410
H 5.53882 1.65265 0.30067 0.7 0.7 2.2 0.1608
H -8.72997 -0.86364 -1.08565 0.1 0.3 0.2 0.4154
H -4.48790 -5.23110 -1.43597 -0.1 0.0 0.0 0.3176
H -0.10615 -0.13832 4.08148 1.9 1.7 -0.6 0.3211
H -1.41410 -2.59628 -0.48502 -0.1 0.1 -0.1 -0.3516
H 0.22237 -0.67301 -1.85185 2.2 -0.3 0.1 0.2707
H -8.07985 3.63953 -0.45119 -0.1 -0.1 -0.1 0.3054
H 0.77232 -2.44037 0.30022 1.5 1.8 1.1 0.1137
H -6.20323 2.23884 0.16199 -0.2 -0.2 0.1 0.4062
H -5.18346 -1.33608 1.07447 0.1 -0.1 -0.2 0.3476
H -2.37950 -0.78171 0.02220 0.0 -0.1 -0.1 -0.5963
H 4.60614 0.05916 -3.59067 -1.4 -1.0 -1.6 0.1779
H 2.75580 5.23967 1.51375 1.9 -0.9 1.0 0.3159
H 4.47445 -2.58894 -4.61378 -2.0 1.4 0.7 0.4085
H 2.47602 -2.34447 1.12191 -1.6 1.4 -0.8 0.1116
H 1.66671 -3.15481 -1.61907 0.2 2.1 -1.6 0.3833
H -0.35454 0.47451 -0.03188 1.7 1.9 0.5 -0.4455
H 2.57367 -0.67558 3.25823 -1.7 1.3 -1.3 0.1135
H 1.92268 -0.00482 -2.50108 -1.3 -1.4 1.3 0.0770
H -10.05801 1.38144 1.89416 0.1 0.0 -0.1 0.4114
H -3.80241 -0.71907 -1.03940 0.0 0.0 0.1 0.2340
H -6.89013 3.80094 -1.73186 0.0 0.0 0.0 0.3946
H 5.73582 0.76228 1.94993 0.9 2.0 -1.1 0.0910
H 7.64300 4.22413 0.25732 1.6 -2.1 0.8 0.2622
H 1.20485 -2.59167 -3.36218 1.1 0.9 2.2 0.2547
H -8.53479 -0.27991 1.17952 0.1 0.0 -0.2 0.4647
H 3.85366 4.98906 3.13205 -0.5 -0.5 -2.6 0.2895
H 10.44008 4.26134 0.00060 -1.0 -2.3 1.2 0.2827
H -1.21724 -4.32705 -0.70250 0.0 0.0 0.0 0.4407
H 5.77877 -4.97065 -3.10212 -1.4 1.5 1.8 0.3049
H 5.27377 -4.97073 -1.28556 -0.4 1.6 -2.0 0.3160
H -9.15810 0.71235 -1.73471 -0.2 0.0 -0.1 0.3389
H -8.11864 -0.77869 -3.41506 0.0 0.1 0.1 0.4402
H 4.54721 -0.30940 -5.47970 -1.4 0.0 2.3 0.3560
H 2.91694 0.22064 -4.57703 2.5 -0.9 0.3 0.2309
H 7.96425 -0.26402 2.21672 1.4 2.4 -1.1 0.1697
H 2.65092 -2.25482 -4.95773 1.5 0.5 1.5 0.2781
H -6.06177 -4.68737 -2.01254 0.1 0.0 0.1 0.4575
H 2.45449 1.48676 -0.37702 -1.2 -0.4 0.4 0.6421
H -3.68225 -1.67394 1.88081 0.0 -0.2 -0.1 0.3910
H 2.79567 2.49185 3.36908 -0.2 -0.6 -2.2 0.2474
H -7.12478 0.65883 -3.18945 0.0 -0.1 0.0 0.3244
H 1.73382 3.08537 1.92913 2.0 -1.4 0.6 0.2561
H -8.31580 2.80141 -1.99744 0.1 0.0 0.1 0.2517
H -6.01984 1.64284 -1.45070 -0.1 -0.1 0.0 0.3435